The following is a quantum chemistry calculation of a molecular structure, C49H58As4Cl2NO5S2Sr, from the OMol25 dataset.

```
122
Properties=species:S:1:pos:R:3:forces:R:3:mulliken_charge:R:1
Sr 1.79077 -0.95753 0.82199 0.2 0.7 -0.1 1.813
C 0.10803 -3.92860 -2.47581 0.0 0.1 0.0 -0.892
As -1.26875 -2.90374 -1.54022 0.0 0.1 0.0 0.570
C -2.21749 -4.50322 -0.88671 0.0 0.0 0.0 -1.229
C -2.28693 -2.58757 -3.22472 0.0 0.0 0.0 -2.491
C -3.62193 -1.81886 -3.22296 0.0 0.1 0.0 3.256
C -4.29948 -2.10874 -4.57229 0.0 0.0 0.0 -2.461
C -3.43443 -0.28902 -3.13383 0.0 0.0 0.0 -1.942
As -1.96395 0.50344 -2.06645 0.1 -0.1 0.2 0.725
C -2.57724 2.35158 -2.31740 -0.1 0.1 -0.1 -1.346
C -2.69621 0.34629 -0.24794 -0.4 -0.1 0.1 0.457
C -4.51737 -2.33814 -2.08700 0.1 0.0 0.0 -1.628
As -6.42738 -1.83577 -2.12727 -0.1 0.0 -0.1 0.244
C -6.47126 -0.47415 -0.71528 0.0 0.0 0.0 -1.156
C -7.00975 -3.30553 -0.96031 0.0 0.0 0.0 -1.240
H -0.36938 -4.68928 -3.09704 0.0 0.0 0.0 0.522
H 0.75099 -4.41040 -1.74268 0.0 0.0 0.0 0.020
H 0.71272 -3.27198 -3.10008 0.0 0.0 0.0 0.092
H -2.54093 -5.13493 -1.71696 0.0 0.0 0.0 0.374
H -3.07419 -4.24321 -0.26768 0.0 0.0 0.0 0.274
H -1.50603 -5.05957 -0.27435 0.0 0.0 0.0 0.324
H -2.44609 -3.58245 -3.65571 -0.1 0.0 0.0 0.752
H -1.57992 -2.07120 -3.88376 0.0 0.0 0.0 0.426
H -3.59317 -1.92724 -5.38532 0.0 0.0 0.0 0.538
H -5.17544 -1.47680 -4.73141 0.0 0.0 0.0 0.538
H -4.62240 -3.15209 -4.63144 0.0 0.0 0.0 0.439
H -4.37864 0.18695 -2.84242 0.0 0.0 0.0 0.295
H -3.20936 0.07723 -4.14169 0.0 0.0 0.0 0.501
H -3.64409 2.44982 -2.10126 0.0 0.0 0.0 0.319
H -2.38807 2.66459 -3.34483 0.0 0.0 0.0 0.415
H -2.00538 2.99172 -1.64692 0.0 0.0 0.0 0.275
H -3.77213 0.51514 -0.24492 -0.1 -0.1 0.0 0.201
H -2.21814 1.10484 0.37427 -1.0 -0.4 -0.4 -0.765
H -2.47247 -0.63605 0.16806 -0.1 -0.1 0.0 0.290
H -4.11221 -2.05704 -1.11236 0.0 0.0 0.1 0.322
H -4.52571 -3.43112 -2.12549 0.0 0.0 0.0 0.703
H -6.13591 0.48915 -1.09703 0.0 0.0 0.0 0.270
H -5.84777 -0.76456 0.13078 0.0 0.0 0.0 0.288
H -7.50469 -0.37188 -0.38129 0.0 0.0 0.0 0.490
H -6.96124 -4.24604 -1.50829 0.0 0.0 0.0 0.349
H -8.03951 -3.13712 -0.64597 0.0 0.0 0.0 0.408
H -6.36986 -3.37326 -0.07905 0.0 0.0 0.0 0.337
Cl 3.87370 -0.36635 2.47890 0.5 0.3 0.5 -0.662
O -0.57127 1.82861 0.44150 1.5 0.5 0.0 0.125
H -0.56807 0.86957 0.56251 0.1 0.1 0.0 0.026
H 0.31813 2.01218 0.05965 0.0 0.0 0.1 -0.191
S 2.42977 -1.34242 -4.21970 -0.2 0.2 0.4 -0.488
C 1.92830 -1.02528 -2.68015 0.2 0.0 -0.5 -0.405
N 1.58456 -0.75983 -1.59419 -0.1 -0.1 -0.8 0.090
O 0.46961 -0.00605 2.47603 -0.7 1.2 0.4 -0.179
As 0.16296 1.48441 3.17144 0.1 -0.6 0.2 1.114
C 0.69990 1.30465 5.01093 -0.1 -0.1 0.0 0.167
C 0.30287 2.22898 5.97180 0.0 0.0 0.1 -0.396
C 0.75581 2.09780 7.27479 0.0 0.0 0.0 -0.684
C 1.60979 1.05247 7.61051 0.0 0.0 0.0 -0.387
C 2.01204 0.14176 6.64578 0.0 0.0 0.0 -0.684
C 1.55551 0.26171 5.33784 0.1 0.0 0.0 -0.363
C 1.20083 3.03399 2.70525 -0.1 0.0 -0.1 0.845
C 2.58162 2.86844 2.68010 0.0 0.0 0.0 -0.276
C 3.39567 3.98523 2.55953 0.0 0.0 -0.1 -0.749
C 2.84056 5.25401 2.46785 0.0 0.0 -0.1 -0.532
C 1.46197 5.41124 2.48211 0.0 0.0 0.0 -0.754
C 0.63696 4.30066 2.60366 0.0 0.0 0.0 -0.434
C -1.73535 1.76782 3.25257 -0.1 0.1 0.0 0.826
C -2.40513 0.91695 4.12825 -0.1 0.1 0.1 -0.960
C -3.78872 0.95478 4.21374 0.0 0.0 0.0 -0.736
C -4.50880 1.84305 3.42803 0.0 0.0 0.0 -0.491
C -3.84424 2.68212 2.54530 0.0 0.0 0.0 -0.584
C -2.46033 2.63862 2.44695 -0.1 0.1 0.0 -0.233
H -0.35846 3.04915 5.71283 0.0 0.0 0.0 0.374
H 0.44835 2.81152 8.02894 0.0 0.0 0.0 0.388
H 1.96678 0.95426 8.62820 0.0 0.0 0.0 0.373
H 2.69057 -0.66165 6.90132 0.0 0.0 0.0 0.428
H 1.88911 -0.42383 4.56793 0.0 0.0 0.0 0.261
H 3.02834 1.87900 2.75760 0.0 0.0 0.0 0.268
H 4.47038 3.85408 2.53905 0.0 0.0 0.0 0.406
H 3.48348 6.12167 2.38026 0.0 0.0 0.0 0.410
H 1.02482 6.39906 2.40819 0.0 0.0 0.0 0.415
H -0.43302 4.44299 2.64257 -0.1 0.0 0.0 0.313
H -1.85062 0.21692 4.74223 0.0 0.0 0.0 0.449
H -4.30225 0.28304 4.88934 0.0 0.0 0.0 0.409
H -5.58934 1.86821 3.49059 0.0 0.0 0.0 0.407
H -4.40391 3.35425 1.90755 0.0 0.0 0.0 0.418
H -1.96554 3.23530 1.69512 0.0 0.0 0.1 -0.117
Cl 3.28071 -9.38436 -0.79518 0.0 0.1 0.0 -0.250
C 2.97081 -7.69341 -0.46266 0.0 -0.1 0.0 0.509
C 1.81079 -7.34073 0.20556 0.0 0.0 0.0 -0.888
C 1.57135 -5.99864 0.46049 0.0 0.0 0.0 0.219
C 2.48461 -5.03052 0.06386 0.0 -0.1 0.0 -0.260
C 3.64383 -5.40891 -0.59981 0.0 0.0 0.0 -0.186
C 3.89179 -6.74528 -0.87436 0.0 0.0 0.0 -0.808
C 2.21997 -3.57234 0.34515 -0.1 -0.4 0.0 1.268
O 3.16534 -2.76618 0.21553 0.4 -0.8 -0.3 -1.022
O 1.04598 -3.25547 0.70546 0.1 -0.4 0.1 -1.083
H 1.11074 -8.10523 0.51358 0.0 0.0 0.0 0.407
H 0.66972 -5.68096 0.96733 0.0 0.0 0.0 0.399
H 4.34005 -4.63703 -0.89981 0.0 0.0 0.0 0.425
H 4.78495 -7.05348 -1.40023 0.0 0.0 0.0 0.406
O 2.06410 1.97415 -0.41034 -0.2 0.1 -0.3 0.512
S 2.39260 1.94990 -1.89276 -0.2 -0.3 0.4 -0.129
C 4.10022 1.40286 -1.93465 0.0 0.1 0.0 0.770
C 4.74996 1.25033 -3.14996 0.0 0.0 0.0 -0.530
C 6.05384 0.78617 -3.15536 0.0 0.0 0.0 -0.656
C 6.68254 0.45877 -1.95888 0.0 0.0 0.0 -0.547
C 6.00979 0.59707 -0.75495 0.0 0.0 0.0 -0.765
C 4.70812 1.08065 -0.73446 0.1 0.0 -0.1 0.103
C 2.63683 3.66072 -2.33722 0.2 0.1 0.1 0.161
C 2.89276 4.59574 -1.34832 0.0 0.1 -0.1 -0.375
C 3.05658 5.92379 -1.70958 0.0 0.0 0.0 -0.719
C 2.96850 6.30181 -3.04431 0.0 0.0 0.0 -0.453
C 2.70110 5.35512 -4.02344 0.0 0.0 0.0 -0.754
C 2.52229 4.02415 -3.66976 0.0 0.0 0.0 -0.109
H 4.23735 1.45705 -4.08064 0.0 0.0 0.0 0.372
H 6.56832 0.64886 -4.09756 0.0 0.0 0.0 0.388
H 7.69526 0.07607 -1.97113 0.0 0.0 0.0 0.380
H 6.47676 0.31571 0.17993 0.0 0.0 0.0 0.462
H 4.18180 1.18678 0.20446 0.0 0.0 0.0 -0.064
H 2.94272 4.27187 -0.31853 0.0 0.0 0.1 0.235
H 3.25031 6.66683 -0.94581 0.0 0.0 0.0 0.436
H 3.09887 7.34019 -3.32192 0.0 0.0 0.0 0.376
H 2.61791 5.65199 -5.06088 0.0 0.0 0.0 0.396
H 2.28588 3.27921 -4.42049 0.0 0.0 0.0 0.488
```
Forces are in eV/Å.

Values from the calculation:
- ΔE to the lowest compared entry with this formula, charge and spin (kJ/mol) = 70.28
- F_max (hartree/bohr) = 0.0305
- LUMO (eV) = 2.1
- total charge = -1
- gap between HOMO and LUMO (eV) = 7.33
- highest occupied orbital energy (hartree) = -0.1927
- E (Ha) = -13023.7279

=====

The following is a quantum chemistry calculation of a molecular structure, C49H58BrN3O4PRhTe2, from the OMol25 dataset.

```
119
Properties=species:S:1:pos:R:3:forces:R:3:mulliken_charge:R:1
Rh -1.36578 -1.35780 2.16751 -0.2 -0.4 0.0 0.080
Br -1.76401 1.22314 3.52902 0.0 0.1 0.1 -0.095
C -2.82540 1.92410 2.12366 -0.1 0.1 -0.1 1.403
C -3.29621 3.19703 2.27991 0.0 -0.1 0.0 -0.784
C -4.08662 3.77692 1.26697 0.0 0.0 0.0 -0.549
C -4.38257 3.05616 0.14849 0.0 0.0 0.0 -0.994
C -3.90245 1.73310 -0.01757 -0.1 0.0 -0.1 1.085
C -4.23482 1.00422 -1.18614 0.0 0.0 0.0 -0.944
C -3.78394 -0.27180 -1.33716 0.0 0.0 0.0 -1.019
C -2.96015 -0.85497 -0.35023 0.0 -0.1 0.0 1.111
C -2.56739 -0.20626 0.80319 -0.1 0.2 0.0 -1.701
C -3.08725 1.12220 0.97594 0.2 0.0 0.1 0.893
H -3.05979 3.75393 3.17608 0.0 0.0 0.0 0.430
H -4.45768 4.78611 1.39375 0.0 0.0 0.0 0.384
H -4.99800 3.48398 -0.63502 0.0 0.0 0.0 0.362
H -4.85350 1.47921 -1.93931 0.0 0.0 0.0 0.350
H -4.04657 -0.84327 -2.22106 0.0 0.0 0.0 0.450
H -2.64833 -1.88217 -0.49422 0.0 0.0 0.0 0.259
C 0.23707 -2.41173 -0.70488 0.0 -0.1 0.0 -1.057
C 1.64092 -0.83424 0.48562 0.0 0.0 -0.2 -0.255
C 1.83047 0.20791 1.57025 0.0 0.1 0.0 0.200
C 2.59567 1.31604 1.23424 0.0 0.0 0.0 -0.743
C 2.96066 2.25598 2.18586 0.0 0.0 0.0 -1.093
C 2.52292 2.07714 3.48631 0.1 0.0 0.1 -0.396
C 1.76003 0.98395 3.87513 0.0 0.0 0.0 1.738
C 1.25754 0.97732 5.30013 -0.1 0.0 0.1 -0.962
C 2.32667 0.61556 6.33163 0.0 0.0 0.0 -1.427
C 1.40967 0.00265 2.91105 0.0 -0.1 -0.1 -1.028
N 0.59545 -1.07491 3.18778 0.1 0.2 0.0 1.131
C 0.73899 -1.79892 4.32789 -0.1 0.0 0.0 -1.287
C -0.40399 -2.50579 4.77215 0.1 -0.1 0.2 0.266
C -0.54477 -3.40362 5.91263 0.1 0.0 0.0 -1.215
C -1.84196 -3.83550 5.89407 -0.1 -0.1 0.0 -0.287
C -2.46437 -3.21127 4.77954 -0.1 0.1 0.0 -1.133
N -1.58546 -2.39671 4.12770 0.0 0.0 -0.1 0.254
H -0.80075 -2.66429 -0.89652 0.0 0.0 -0.1 -0.173
H 0.70441 -3.30497 -0.29315 0.0 0.0 0.0 0.133
H 0.72887 -2.12990 -1.65010 0.0 0.0 0.0 0.177
H -0.27242 -0.55971 -0.05438 -0.1 0.0 -0.1 -1.578
H 1.99200 -0.35753 -0.44531 0.0 -0.1 0.0 0.199
H 2.90893 1.44487 0.20252 0.0 0.0 0.0 0.544
H 3.54685 3.12172 1.90869 0.0 0.0 0.0 0.441
H 2.75724 2.82622 4.23717 0.0 0.0 0.0 0.433
H 0.40675 0.30439 5.40001 0.0 0.0 0.0 0.193
H 0.89303 1.98448 5.52435 0.0 0.0 0.0 0.580
H 2.73720 -0.37561 6.14622 0.0 -0.1 0.0 0.312
H 1.91656 0.62707 7.34327 0.0 0.0 0.0 0.408
H 3.15615 1.32544 6.29436 0.0 0.0 0.0 0.377
H 1.67761 -1.84668 4.86082 0.1 0.0 0.0 0.513
H 0.24686 -3.69186 6.58589 0.0 0.0 0.0 0.478
H -2.31467 -4.55104 6.54720 0.0 0.0 0.0 0.451
H -3.48275 -3.31281 4.44322 0.0 0.0 0.0 0.631
C 1.54870 -6.26310 2.10971 0.0 -0.1 0.1 -1.270
C 0.61701 -5.45149 2.98380 0.0 0.1 0.0 -0.303
O -0.11430 -4.49674 2.20363 0.0 -0.1 0.1 0.679
P -1.55803 -4.74938 1.57974 0.0 0.1 -0.1 -0.741
O -2.07452 -3.40428 1.15807 0.1 0.0 0.1 -0.181
Te -2.95536 -6.10044 2.94253 0.0 0.0 -0.1 -0.492
O -1.13507 -5.60163 0.26022 0.0 0.0 0.0 -0.257
C -2.15148 -6.05435 -0.63870 0.1 0.0 0.1 -0.442
C -2.40698 -5.03404 -1.72902 0.0 0.0 0.0 -0.737
H 2.05025 -7.02449 2.71344 0.0 0.0 0.0 0.410
H 2.30247 -5.62334 1.65433 0.0 0.1 0.0 0.174
H 0.98394 -6.76659 1.32515 0.0 0.0 0.0 0.215
H 1.16753 -4.85423 3.71320 0.0 0.0 0.0 0.128
H -0.09104 -6.08667 3.52275 0.0 0.0 0.0 0.401
H -3.06275 -6.27346 -0.07510 0.0 0.0 0.0 0.293
H -1.78678 -6.99730 -1.05191 0.0 0.0 0.0 0.313
H -2.83028 -4.12428 -1.30294 0.0 0.0 0.0 -0.020
H -3.11041 -5.43648 -2.46196 0.0 0.0 0.0 0.495
H -1.47887 -4.78017 -2.24428 0.0 0.0 0.0 0.220
C 3.99477 -1.77945 0.10723 0.0 0.1 0.0 -1.644
C 2.65670 -1.94443 0.78715 0.0 0.0 0.2 0.342
O 2.43703 -2.83924 1.55891 0.0 -0.2 0.0 -0.446
N 0.28533 -1.33753 0.28237 0.1 0.2 0.2 3.323
Te -0.40992 1.20800 -2.35523 -0.2 -0.2 0.2 0.948
C -0.60518 1.77088 -4.38091 0.1 0.0 0.0 -0.330
C -0.90859 3.09313 -4.72297 0.0 0.0 0.0 0.925
C -1.12763 4.16384 -3.69252 0.0 0.1 0.0 -1.280
C -1.01886 3.42646 -6.07147 0.0 0.0 0.0 -1.100
C -0.85524 2.48632 -7.07669 0.0 0.1 0.0 0.659
C -0.95632 2.87582 -8.52613 0.0 0.0 0.0 -1.595
C -0.58788 1.17474 -6.70964 0.0 0.0 0.0 -0.958
C -0.45506 0.79675 -5.37859 -0.1 0.1 0.0 1.158
C -0.16330 -0.64345 -5.06112 0.0 -0.1 0.0 -1.665
C 1.03979 2.62179 -1.75066 0.0 0.1 0.0 1.009
C 2.25228 2.75493 -2.43554 0.0 0.0 0.0 0.721
C 2.60336 1.90718 -3.62591 0.0 0.0 0.0 -1.521
C 3.17067 3.70469 -1.99456 0.0 0.0 0.0 -1.218
C 2.91471 4.51915 -0.90242 0.0 0.0 0.0 0.637
C 3.91237 5.54613 -0.44377 0.0 0.0 0.0 -1.708
C 1.71438 4.35143 -0.22827 0.0 0.0 0.0 -1.025
C 0.77042 3.40927 -0.61956 0.1 0.0 0.0 1.124
C -0.45553 3.23611 0.22744 0.0 0.0 0.0 -1.098
H 4.67814 -2.56068 0.43024 0.0 0.0 0.0 0.464
H 4.40255 -0.79587 0.35300 0.0 0.0 0.0 0.286
H 3.86280 -1.80791 -0.97632 0.0 0.0 0.0 0.314
H -1.83166 3.83187 -2.92540 0.0 0.0 0.0 0.111
H -1.51861 5.06703 -4.16068 0.0 0.0 0.0 0.444
H -0.20075 4.41955 -3.17613 0.0 0.0 0.0 0.214
H -1.24994 4.45290 -6.33679 0.0 0.0 0.0 0.314
H -1.38410 3.87210 -8.63573 0.0 0.0 0.0 0.360
H -1.58164 2.17603 -9.08256 0.0 0.0 0.0 0.369
H 0.02739 2.88231 -9.00077 0.0 0.0 0.0 0.295
H -0.47216 0.41968 -7.48083 0.0 0.0 0.0 0.378
H 0.00293 -1.20860 -5.97794 0.0 0.0 0.0 0.414
H -0.98609 -1.11636 -4.52007 0.0 0.0 0.0 0.300
H 0.71728 -0.73792 -4.42342 0.0 0.0 0.0 0.239
H 2.44231 0.84787 -3.40944 0.0 0.0 0.0 0.121
H 3.64823 2.05282 -3.90005 0.0 0.0 0.0 0.473
H 1.98625 2.14576 -4.49395 0.0 0.0 0.0 0.169
H 4.11223 3.80572 -2.52496 0.0 0.0 0.0 0.284
H 4.83732 5.48333 -1.01685 0.0 0.0 0.0 0.386
H 4.15869 5.41156 0.61138 0.0 0.0 0.0 0.321
H 3.51548 6.55707 -0.55627 0.0 0.0 0.0 0.329
H 1.51067 4.94964 0.65356 0.0 0.0 0.0 0.311
H -0.55204 4.05627 0.93860 0.0 0.0 0.0 0.662
H -0.39543 2.31163 0.81216 0.0 0.0 0.0 -0.025
H -1.36913 3.17659 -0.36584 0.0 0.0 0.0 -0.220
```
Forces are in eV/Å.

Values from the calculation:
- ⟨S²⟩ = 8.773
- spin multiplicity = 6
- ΔE to the lowest compared entry with this formula, charge and spin (kJ/mol) = 0.00
- F_max (hartree/bohr) = 0.0093
- LUMO (alpha / beta) (eV) = 1.9 / 0.9
- total charge = -1
- gap between HOMO and LUMO (alpha / beta) (eV) = 4.16 / 5.16
- highest occupied orbital energy (alpha / beta) (hartree) = -0.0836 / -0.1551
- E (Ha) = -5929.2240